(1)
Here is a molecular structure, C32H37ClCoN2Si2 in a non-equilibrium geometry from OMol25. Energies are from wB97M-V/def2-TZVPD.

Geometry as XYZ:
```
75
Properties=species:S:1:pos:R:3:forces:R:3
C -1.556 -0.360 5.046 -1.3 -0.3 0.9
C -2.200 0.154 3.880 -2.0 0.0 0.5
C -2.124 -0.839 2.863 -1.1 0.3 -0.7
H -2.751 1.090 3.812 0.2 -0.1 0.0
C -1.433 -1.958 3.386 -0.5 -1.9 0.2
C -1.080 -1.670 4.737 -1.5 -1.0 0.7
H -0.643 -2.358 5.450 0.2 0.0 -0.1
H -1.522 0.109 6.018 0.0 0.0 0.0
H -2.583 -0.772 1.874 0.2 -0.1 0.4
H -1.265 -2.901 2.868 -0.1 0.3 0.1
Co -0.332 -0.331 3.533 2.3 0.9 -2.0
Si 0.633 0.147 0.277 -0.4 -0.6 1.3
C -0.214 1.739 0.000 0.0 0.8 -0.3
C 0.423 2.870 -0.545 -0.5 0.0 -0.2
H 1.502 2.863 -0.716 -0.3 0.0 -0.1
C -0.337 3.976 -0.925 -0.1 0.1 0.1
H 0.139 4.817 -1.433 -0.1 -0.2 0.2
C -1.716 4.008 -0.687 0.1 -0.1 0.1
H -2.319 4.858 -1.031 0.3 -0.4 0.2
C -2.321 2.951 0.002 0.0 0.1 -0.1
H -3.386 2.997 0.255 0.4 0.0 -0.1
C -1.575 1.823 0.343 -0.2 0.1 -0.2
H -2.064 0.995 0.863 0.2 0.2 -0.2
C -0.283 -1.409 -0.083 -0.2 -0.3 -0.2
C -1.481 -1.427 -0.812 0.2 -0.5 -0.1
H -1.980 -0.497 -1.102 0.3 -0.3 0.0
C -2.032 -2.654 -1.196 -0.1 0.1 0.0
H -2.949 -2.665 -1.791 0.3 0.0 0.2
C -1.419 -3.856 -0.837 0.0 0.2 0.2
H -1.812 -4.807 -1.202 0.0 0.3 0.2
C -0.302 -3.838 0.003 0.1 0.1 -0.1
H 0.139 -4.772 0.354 -0.1 0.2 -0.2
C 0.270 -2.623 0.373 -0.2 0.1 -0.4
H 1.171 -2.618 0.994 -0.3 0.0 -0.2
H 0.890 0.085 1.770 0.6 -0.1 -0.8
Si 1.842 0.141 -2.931 -1.5 0.5 -2.0
C 1.296 -1.445 -3.717 0.1 -0.4 -0.4
C 0.599 -1.382 -4.947 -0.1 -0.3 0.2
H 0.378 -0.407 -5.401 0.1 -0.5 0.2
C 0.175 -2.553 -5.581 0.1 0.2 0.3
H -0.370 -2.482 -6.525 0.2 -0.1 0.3
C 0.456 -3.795 -5.003 0.1 0.1 0.1
H 0.103 -4.705 -5.484 0.1 0.1 0.1
C 1.195 -3.869 -3.816 0.0 0.1 0.0
H 1.451 -4.838 -3.384 -0.1 0.2 -0.2
C 1.614 -2.704 -3.172 -0.3 0.2 -0.4
H 2.180 -2.756 -2.239 -0.2 -0.1 -0.2
C 0.833 1.513 -3.683 0.5 0.3 -0.7
C -0.555 1.629 -3.520 0.1 0.5 -0.2
H -1.074 0.972 -2.816 0.1 0.2 -0.3
C -1.258 2.615 -4.220 0.1 -0.2 0.1
H -2.335 2.711 -4.053 0.4 0.0 -0.2
C -0.590 3.461 -5.111 0.0 -0.1 0.1
H -1.148 4.217 -5.659 0.1 -0.2 0.1
C 0.794 3.348 -5.288 0.0 0.0 0.2
H 1.322 3.995 -5.991 -0.2 -0.1 0.2
C 1.507 2.402 -4.556 -0.5 0.0 0.2
H 2.594 2.320 -4.655 -0.4 0.0 -0.1
H 3.243 0.407 -3.343 0.1 0.0 0.2
Cl 2.511 -0.013 -0.742 1.3 -0.1 2.7
N 1.480 -1.030 3.923 2.3 -0.5 0.3
C 2.052 -0.602 5.253 -0.1 -0.4 -0.7
C 1.587 0.797 5.658 0.0 -0.1 0.4
C 1.482 1.778 4.503 -0.9 0.3 -0.5
N 0.217 1.552 3.712 1.2 2.0 0.1
H 2.130 -0.779 3.171 0.0 0.0 0.4
H 1.446 -2.052 3.878 -0.1 0.4 0.2
H 1.715 -1.337 5.997 0.2 0.2 -0.2
H 3.150 -0.642 5.189 -0.2 0.0 0.2
H 0.633 0.718 6.208 0.3 0.2 -0.4
H 2.320 1.192 6.372 -0.1 0.0 0.0
H 1.465 2.808 4.875 0.3 -0.1 0.0
H 2.330 1.662 3.818 -0.1 0.1 0.1
H -0.557 2.054 4.156 0.3 -0.3 -0.1
H 0.297 1.975 2.781 0.1 0.1 0.3
```
Forces are in eV/Å.

Calculated values
⟨S²⟩: 3.783
Spin multiplicity: 4
E, eV: -102666.1481
Largest force on an atom, eV/A: 3.17
HOMO level (spin up / spin down), eV: -4.69 / -6.71
LUMO energy (spin up / spin down), eV: 0.327 / 0.004
Net charge: 0

Results of the Mulliken charge analysis, in e, for atoms 1 through 6: number 1, C, carries -0.605; number 2, C, carries -1.372; number 3, C, carries -0.176; number 4, H, carries 0.521; number 5, C, carries -0.626; number 6, C, carries -0.929

(2)
Here is a molecular structure, C32H37ClFN5O6S2Sb2Ti in a non-equilibrium geometry from OMol25. Energies are from wB97M-V/def2-TZVPD.

Geometry as XYZ:
```
87
Properties=species:S:1:pos:R:3:forces:R:3
Ti 1.102 0.156 0.640 -0.6 1.0 0.1
S 3.621 0.467 0.941 0.5 0.0 0.1
C 3.146 1.460 -0.344 0.2 0.4 0.0
N 1.866 1.714 -0.564 0.7 0.6 -0.5
C 1.691 2.737 -1.480 0.1 0.2 -0.2
C 0.493 3.379 -1.785 0.0 0.0 0.1
C 0.508 4.444 -2.669 -0.1 0.0 0.0
C 1.692 4.870 -3.266 0.1 0.0 -0.1
C 2.894 4.247 -2.968 0.0 0.0 0.0
C 2.882 3.196 -2.065 0.0 -0.1 0.1
S 4.245 2.328 -1.400 -0.3 0.0 0.1
H -0.423 3.070 -1.296 0.0 0.0 0.0
H -0.417 4.961 -2.891 0.0 0.0 0.0
H 1.682 5.707 -3.950 0.0 0.0 0.0
H 3.825 4.582 -3.405 0.0 0.0 0.0
C -2.647 -2.007 2.112 0.4 -0.1 -0.1
Sb -1.484 -1.381 0.387 -1.6 0.3 0.2
C -2.732 0.381 0.115 0.1 -0.2 -0.1
C -2.619 -2.770 -0.906 0.4 0.2 0.1
C -3.422 -2.102 -1.966 -0.1 0.0 -0.1
C -4.802 -1.984 -1.795 0.0 0.0 0.0
C -5.604 -1.374 -2.744 0.0 0.0 0.0
C -5.026 -0.866 -3.898 0.0 0.1 0.0
C -3.659 -0.974 -4.082 0.0 0.0 0.0
C -2.834 -1.582 -3.133 -0.2 -0.1 0.0
C -1.366 -1.635 -3.375 0.1 0.2 0.3
Sb -0.362 0.173 -2.612 0.0 -0.1 -1.2
C 1.468 -0.321 -3.666 -0.1 0.1 0.3
C -1.040 1.392 -4.276 -0.1 -0.1 0.2
H -2.503 -1.339 2.960 0.0 0.0 0.0
H -2.374 -3.021 2.404 0.0 0.0 0.0
H -3.694 -1.987 1.815 0.0 0.0 0.0
H -3.255 0.313 -0.841 0.0 0.1 0.0
H -2.093 1.263 0.120 0.0 0.0 0.0
H -3.461 0.456 0.921 0.0 0.0 0.0
H -3.270 -3.296 -0.212 0.0 0.0 0.0
H -1.895 -3.475 -1.314 0.0 0.0 0.0
H -5.253 -2.396 -0.899 0.0 0.0 0.0
H -6.671 -1.297 -2.585 0.0 0.0 0.0
H -5.637 -0.382 -4.648 0.0 0.0 0.0
H -3.210 -0.580 -4.987 0.0 0.0 0.0
H -1.146 -1.670 -4.442 0.1 0.0 0.0
H -0.887 -2.478 -2.877 0.0 0.0 -0.1
H 1.316 -0.182 -4.735 0.0 0.0 0.0
H 1.738 -1.357 -3.462 0.0 0.0 0.0
H 2.276 0.328 -3.326 0.0 0.0 0.0
H -0.971 0.820 -5.201 0.0 0.0 0.0
H -0.418 2.282 -4.354 0.0 0.0 0.0
H -2.076 1.695 -4.122 0.0 0.0 0.0
Cl -2.614 1.360 4.454 -0.1 0.0 0.1
C -1.427 2.026 3.389 0.1 0.1 -0.1
C -1.262 3.401 3.275 0.1 -0.1 0.0
C -0.240 3.822 2.425 -0.1 0.0 0.1
C 0.520 2.913 1.733 0.1 0.1 0.1
N 0.331 1.557 1.799 -1.2 1.5 0.9
C -0.645 1.155 2.668 0.1 0.0 0.3
H -1.858 4.093 3.850 0.0 0.0 0.0
H -0.020 4.876 2.321 0.0 0.0 0.0
H 1.344 3.261 1.131 0.0 -0.1 -0.1
H -0.748 0.091 2.824 0.0 0.0 0.0
F 2.033 2.442 5.253 -0.1 0.1 0.1
C 1.800 1.132 5.390 0.3 0.1 -0.3
C 2.363 0.263 4.542 -0.1 0.2 0.3
N 2.172 -1.093 4.659 -0.3 -0.2 -0.2
C 2.684 -1.996 3.644 -0.2 0.1 -0.2
C 1.966 -1.952 2.274 0.0 -0.3 0.7
O 2.339 -2.765 1.429 0.2 0.0 0.3
O 1.030 -1.093 2.114 0.6 -1.3 1.5
C 1.350 -1.621 5.642 0.2 -0.1 -0.1
O 1.134 -2.810 5.758 -0.1 0.1 0.0
N 0.821 -0.687 6.506 -0.1 0.1 0.1
C 0.963 0.703 6.495 -0.1 -0.2 0.1
O 0.442 1.398 7.335 0.0 0.0 -0.1
H 3.018 0.606 3.753 -0.1 0.0 -0.1
H 2.586 -3.005 4.036 0.1 0.0 0.0
H 3.738 -1.772 3.473 0.0 -0.1 -0.1
H 0.258 -1.064 7.254 0.0 0.0 0.0
N 3.067 -4.067 -1.986 0.0 0.0 0.1
C 3.295 -2.873 -1.176 0.1 0.0 0.1
C 1.955 -2.302 -0.737 -0.4 0.1 -1.3
O 0.929 -3.133 -0.836 0.2 0.1 0.2
O 1.747 -1.084 -0.688 1.0 -2.5 -1.3
H 3.878 -4.669 -1.985 0.0 0.0 0.0
H 2.856 -3.830 -2.948 0.0 0.0 0.0
H 1.314 -4.018 -1.001 0.0 0.0 -0.1
H 3.850 -2.071 -1.668 -0.1 0.0 0.0
H 3.837 -3.158 -0.277 0.0 0.1 0.1
```
Forces are in eV/Å.

Calculated values
⟨S²⟩: 2.029
Spin multiplicity: 3
E, eV: -126623.8367
Largest force on an atom, eV/A: 2.96
HOMO level (spin up / spin down), eV: -5.55 / -8.08
LUMO energy (spin up / spin down), eV: 0.158 / 0.185
Net charge: 0

Results of the Mulliken charge analysis, in e, for atoms 1 through 6: number 1, Ti, carries 0.006; number 2, S, carries -0.591; number 3, C, carries 0.288; number 4, N, carries 0.568; number 5, C, carries -1.598; number 6, C, carries 0.358

(3)
Here is a molecular structure, C32H37ClFeN2Si2 in a non-equilibrium geometry from OMol25. Energies are from wB97M-V/def2-TZVPD.

Geometry as XYZ:
```
75
Properties=species:S:1:pos:R:3:forces:R:3
C 1.508 -3.166 3.409 0.5 1.3 0.4
C 2.556 -2.474 2.714 -0.4 0.1 1.3
C 2.499 -1.096 3.099 0.1 -0.4 0.1
H 3.355 -2.934 2.127 -0.4 0.3 0.1
C 1.380 -0.928 4.006 0.3 -0.7 0.3
C 0.801 -2.216 4.224 1.5 0.0 -0.7
H 0.033 -2.446 4.961 0.1 0.1 -0.4
H 1.319 -4.232 3.371 0.0 0.1 0.0
H 3.282 -0.379 2.860 -0.4 0.0 0.1
H 1.125 -0.042 4.587 0.2 -0.2 -0.3
Fe 0.750 -1.077 1.818 0.1 -3.1 0.8
Si 0.368 1.266 0.711 -0.6 5.3 -2.5
C 0.977 1.756 -1.060 0.4 -0.3 0.5
C 0.082 2.395 -1.925 -0.1 0.4 -0.6
H -1.002 2.448 -1.715 0.6 -0.1 0.0
C 0.536 3.066 -3.070 0.1 -0.3 0.4
H -0.194 3.554 -3.716 0.2 0.0 0.1
C 1.906 3.111 -3.361 -0.2 0.1 0.2
H 2.261 3.687 -4.232 -0.1 -0.5 0.5
C 2.794 2.453 -2.508 0.1 0.0 -0.1
H 3.865 2.470 -2.711 -0.3 0.0 0.0
C 2.340 1.764 -1.375 0.0 0.3 -0.3
H 3.085 1.283 -0.727 -0.4 0.2 -0.2
C -0.214 3.085 1.058 0.4 -0.2 0.6
C 0.754 4.078 1.301 -0.3 0.2 -0.4
H 1.786 3.810 1.528 -0.2 0.0 -0.2
C 0.423 5.430 1.188 0.0 0.3 0.1
H 1.202 6.194 1.286 -0.3 -0.4 0.1
C -0.892 5.842 0.934 -0.1 -0.7 0.0
H -1.146 6.900 0.835 0.1 -0.4 0.1
C -1.883 4.859 0.811 0.7 0.1 0.0
H -2.918 5.139 0.646 0.1 0.0 0.0
C -1.533 3.503 0.859 -0.6 0.1 -0.1
H -2.357 2.786 0.721 0.6 0.4 0.0
H 1.575 0.944 1.490 0.3 -0.8 0.2
Si -1.990 -0.435 -2.692 1.6 -0.8 0.0
C -2.033 -0.047 -0.870 -0.9 -0.1 1.2
C -0.886 -0.139 0.029 -0.6 -1.8 -1.1
H -0.123 -0.884 -0.279 -0.4 0.4 0.0
C -1.065 0.249 1.426 -0.3 0.7 2.1
H -0.535 -0.094 2.409 -1.1 0.1 -0.9
C -2.392 0.690 1.855 -0.3 0.0 0.1
H -2.456 1.109 2.872 -0.2 -0.4 -0.5
C -3.468 0.538 1.034 -0.2 0.2 1.7
H -4.490 0.683 1.413 0.6 0.2 -0.1
C -3.293 0.197 -0.325 1.1 -0.4 -1.8
H -4.171 0.139 -0.984 0.4 0.1 0.3
C -0.233 -0.657 -3.296 -0.4 -0.5 -0.2
C 0.497 -1.605 -2.585 0.2 -0.3 0.4
H -0.045 -2.262 -1.884 0.5 0.6 -0.4
C 1.865 -1.761 -2.776 -0.2 -0.1 -0.1
H 2.430 -2.432 -2.124 0.0 0.1 -0.4
C 2.476 -1.059 -3.810 0.1 0.3 -0.2
H 3.549 -1.167 -3.965 -0.3 0.0 -0.1
C 1.726 -0.218 -4.650 -0.2 -0.3 0.4
H 2.200 0.297 -5.484 -0.1 -0.2 0.2
C 0.365 -0.018 -4.390 0.2 0.0 0.5
H -0.246 0.645 -5.004 0.3 0.0 0.1
H -2.589 0.571 -3.456 -1.0 1.2 -0.7
Cl -3.008 -2.196 -2.941 -0.2 -0.2 0.0
N -1.434 -2.265 2.480 -0.2 0.3 0.8
C -2.056 -3.188 1.545 -0.5 -0.4 0.3
C -1.088 -4.288 1.137 -0.5 -0.1 -0.1
C -0.203 -3.843 0.001 0.1 0.1 -0.3
N 0.891 -2.925 0.445 0.7 -0.8 -0.2
H -2.142 -1.554 2.699 0.3 -0.1 -0.1
H -1.316 -2.745 3.381 0.2 0.1 -0.6
H -2.937 -3.642 2.028 0.1 0.1 -0.4
H -2.390 -2.609 0.669 0.0 -0.3 0.2
H -0.503 -4.654 2.001 -0.3 0.1 -0.4
H -1.706 -5.113 0.759 0.3 0.0 0.1
H 0.222 -4.729 -0.494 0.0 0.3 0.0
H -0.826 -3.309 -0.734 0.2 -0.4 0.3
H 1.341 -2.556 -0.387 -0.1 0.1 -0.3
H 1.640 -3.554 0.801 -0.8 0.9 0.1
```
Forces are in eV/Å.

Calculated values
⟨S²⟩: 8.785
Spin multiplicity: 6
E, eV: -99420.3049
Largest force on an atom, eV/A: 5.92
HOMO level (spin up / spin down), eV: -9.38 / -11.08
LUMO energy (spin up / spin down), eV: -3.169 / -3.580
Net charge: +1

Results of the Mulliken charge analysis, in e, for atoms 1 through 6: number 1, C, carries -0.510; number 2, C, carries -0.670; number 3, C, carries -0.819; number 4, H, carries 0.476; number 5, C, carries -0.728; number 6, C, carries -0.551